1.
Molecular formula: C18H38BaBr2N2O9P2
Method: DFT, ωB97M-V with the def2-TZVPD basis set

The HOMO energy comes out at -0.264 hartree. The value obtained for the orbital gap is 0.270 hartree. Its calculated total energy is -7351.90596 a.u. Its net charge is 0.

Each line ends with the Mulliken charge.
Atoms and positions in Å:
Ba -1.890 1.154 -0.447  1.76
N -4.577 1.127 -1.556  -0.37
C -4.859 2.356 -2.341  -0.40
C -3.641 2.973 -3.055  0.07
O -3.857 3.577 -4.114  -0.76
N -2.502 2.841 -2.394  0.10
C -1.305 3.394 -3.046  -0.66
C -0.239 2.679 -2.219  -0.15
O -0.090 3.092 -1.031  -0.53
O 0.158 1.529 -2.581  -0.57
H -4.581 0.326 -2.180  0.18
H -5.337 0.966 -0.904  0.20
H -5.237 3.111 -1.647  0.17
H -5.624 2.188 -3.102  0.30
H -1.242 4.478 -2.921  0.32
H -1.262 3.133 -4.104  0.35
C 1.328 -1.654 -3.682  -1.59
C 0.022 -1.720 -2.928  1.63
C -1.076 -2.460 -3.657  -1.52
O 0.289 -2.427 -1.663  -0.30
P -0.309 -1.862 -0.319  0.76
O -1.765 -1.579 -0.373  -1.11
C 0.723 -0.405 -0.007  -0.93
P 0.725 0.506 1.563  0.11
O -0.600 1.003 2.010  -0.85
O 1.697 1.709 1.358  -0.19
C 3.056 1.690 0.853  0.90
C 3.073 2.318 -0.524  -1.15
C 3.908 2.430 1.860  -1.52
O 1.431 -0.521 2.531  0.05
C 1.395 -0.305 3.975  0.63
C 0.208 -1.050 4.544  -1.31
C 2.723 -0.790 4.512  -1.37
O 0.100 -2.909 0.764  0.17
C 0.838 -4.148 0.579  0.84
C 1.498 -4.440 1.908  -1.31
C -0.118 -5.231 0.128  -1.39
H 1.175 -1.119 -4.618  0.41
H 1.701 -2.655 -3.901  0.37
H 2.076 -1.107 -3.108  0.30
H -0.291 -0.697 -2.700  -0.28
H -0.758 -3.476 -3.897  0.33
H -1.313 -1.942 -4.586  0.43
H -1.976 -2.507 -3.044  0.35
H 0.694 0.280 -0.872  0.55
H 1.743 -0.805 -0.088  0.43
H 3.384 0.645 0.797  0.20
H 2.717 3.346 -0.470  0.31
H 2.416 1.790 -1.215  0.00
H 4.091 2.306 -0.916  0.45
H 3.562 3.460 1.952  0.34
H 4.948 2.441 1.534  0.40
H 3.856 1.955 2.841  0.29
H 1.287 0.768 4.153  0.42
H 0.298 -2.116 4.330  0.19
H -0.720 -0.678 4.112  0.28
H 0.168 -0.914 5.626  0.47
H 2.840 -1.856 4.312  0.26
H 2.769 -0.634 5.590  0.43
H 3.552 -0.256 4.048  0.28
H 1.593 -3.968 -0.189  0.26
H 0.741 -4.586 2.679  0.31
H 2.144 -3.614 2.206  0.18
H 2.098 -5.347 1.834  0.45
H -0.903 -5.372 0.872  0.31
H 0.420 -6.171 0.006  0.43
H -0.577 -4.969 -0.824  0.32
Br -4.457 2.698 1.824  -0.16
C -3.216 4.182 1.659  -0.11
Br -3.600 5.312 0.161  -0.07
H -2.225 3.760 1.542  -0.03
H -3.296 4.770 2.563  0.36



2.
Molecular formula: C18H38BeOP2
Method: DFT, ωB97M-V with the def2-TZVPD basis set

The HOMO energy (alpha / beta) comes out at -0.262 / -0.207 hartree. The value obtained for the orbital gap (alpha / beta) is 0.268 / 0.194 hartree. Its calculated total energy is -1481.08847 a.u. Its net charge is 0.

Each line ends with the Mulliken charge.
Atoms and positions in Å:
P 0.350 -1.720 -3.690  0.49
P 0.463 1.913 -3.809  1.40
C 0.110 -0.533 -5.069  -0.59
C 1.057 0.629 -5.009  -1.51
H -1.270 -0.024 -5.146  -0.73
H 0.219 -1.062 -6.022  0.93
H 2.069 0.363 -4.668  0.50
H 1.089 1.122 -5.990  0.51
C 0.424 3.353 -5.016  -1.91
H 0.086 4.246 -4.469  0.41
H -0.221 3.224 -5.896  0.37
H 1.449 3.558 -5.364  0.54
C 1.968 2.609 -3.008  -1.00
H 2.214 3.586 -3.448  0.54
H 2.820 1.934 -3.172  0.36
H 1.776 2.731 -1.934  -0.07
C -0.162 -3.197 -4.781  -1.49
H -0.028 -4.144 -4.238  0.42
H 0.489 -3.229 -5.668  0.46
H -1.206 -3.143 -5.123  0.28
C 2.089 -2.194 -3.528  -1.05
H 2.710 -1.287 -3.321  0.15
H 2.443 -2.675 -4.447  0.39
H 2.135 -2.914 -2.695  0.43
Be 2.267 -0.249 -1.841  -0.15
C -1.764 1.763 -4.012  -0.56
C -1.973 0.979 -5.223  0.21
C -3.473 0.713 -5.425  -1.22
C -4.131 -0.417 -4.628  -0.85
C -3.193 -1.480 -4.199  -0.18
C -2.411 -1.443 -3.143  -0.95
C -1.980 -0.236 -2.299  0.50
C -2.315 1.209 -2.697  -1.42
C 3.589 -1.208 -1.101  -1.36
H -1.979 2.836 -4.080  0.59
H -1.616 1.506 -6.123  0.65
H -3.656 0.540 -6.492  0.45
H -4.028 1.630 -5.177  0.28
H -4.635 -0.006 -3.739  0.34
H -4.901 -0.886 -5.259  0.38
H -3.260 -2.416 -4.753  0.42
H -2.055 -2.401 -2.700  0.56
H -0.885 -0.310 -2.160  -0.37
H -2.399 -0.401 -1.284  0.60
H -3.405 1.311 -2.729  0.50
H -1.941 1.858 -1.880  0.39
H 4.249 -0.623 -0.433  0.33
H 4.252 -1.728 -1.816  0.41
H 3.124 -1.999 -0.482  0.27
C 0.068 1.109 0.837  -1.21
C 1.455 1.438 0.308  1.05
C 2.579 1.292 1.329  -1.51
O 1.672 0.704 -0.916  0.04
H -0.190 0.067 0.620  0.21
H -0.670 1.767 0.360  0.16
H -0.007 1.270 1.919  0.45
H 1.436 2.516 0.067  0.11
H 2.934 0.259 1.402  0.27
H 3.427 1.938 1.059  0.32
H 2.237 1.626 2.319  0.43



Copy entry 1 word for word.
Molecular formula: C18H38BaBr2N2O9P2
Method: DFT, ωB97M-V with the def2-TZVPD basis set

The HOMO energy comes out at -0.264 hartree. The value obtained for the orbital gap is 0.270 hartree. Its calculated total energy is -7351.90596 a.u. Its net charge is 0.

Each line ends with the Mulliken charge.
Atoms and positions in Å:
Ba -1.890 1.154 -0.447  1.76
N -4.577 1.127 -1.556  -0.37
C -4.859 2.356 -2.341  -0.40
C -3.641 2.973 -3.055  0.07
O -3.857 3.577 -4.114  -0.76
N -2.502 2.841 -2.394  0.10
C -1.305 3.394 -3.046  -0.66
C -0.239 2.679 -2.219  -0.15
O -0.090 3.092 -1.031  -0.53
O 0.158 1.529 -2.581  -0.57
H -4.581 0.326 -2.180  0.18
H -5.337 0.966 -0.904  0.20
H -5.237 3.111 -1.647  0.17
H -5.624 2.188 -3.102  0.30
H -1.242 4.478 -2.921  0.32
H -1.262 3.133 -4.104  0.35
C 1.328 -1.654 -3.682  -1.59
C 0.022 -1.720 -2.928  1.63
C -1.076 -2.460 -3.657  -1.52
O 0.289 -2.427 -1.663  -0.30
P -0.309 -1.862 -0.319  0.76
O -1.765 -1.579 -0.373  -1.11
C 0.723 -0.405 -0.007  -0.93
P 0.725 0.506 1.563  0.11
O -0.600 1.003 2.010  -0.85
O 1.697 1.709 1.358  -0.19
C 3.056 1.690 0.853  0.90
C 3.073 2.318 -0.524  -1.15
C 3.908 2.430 1.860  -1.52
O 1.431 -0.521 2.531  0.05
C 1.395 -0.305 3.975  0.63
C 0.208 -1.050 4.544  -1.31
C 2.723 -0.790 4.512  -1.37
O 0.100 -2.909 0.764  0.17
C 0.838 -4.148 0.579  0.84
C 1.498 -4.440 1.908  -1.31
C -0.118 -5.231 0.128  -1.39
H 1.175 -1.119 -4.618  0.41
H 1.701 -2.655 -3.901  0.37
H 2.076 -1.107 -3.108  0.30
H -0.291 -0.697 -2.700  -0.28
H -0.758 -3.476 -3.897  0.33
H -1.313 -1.942 -4.586  0.43
H -1.976 -2.507 -3.044  0.35
H 0.694 0.280 -0.872  0.55
H 1.743 -0.805 -0.088  0.43
H 3.384 0.645 0.797  0.20
H 2.717 3.346 -0.470  0.31
H 2.416 1.790 -1.215  0.00
H 4.091 2.306 -0.916  0.45
H 3.562 3.460 1.952  0.34
H 4.948 2.441 1.534  0.40
H 3.856 1.955 2.841  0.29
H 1.287 0.768 4.153  0.42
H 0.298 -2.116 4.330  0.19
H -0.720 -0.678 4.112  0.28
H 0.168 -0.914 5.626  0.47
H 2.840 -1.856 4.312  0.26
H 2.769 -0.634 5.590  0.43
H 3.552 -0.256 4.048  0.28
H 1.593 -3.968 -0.189  0.26
H 0.741 -4.586 2.679  0.31
H 2.144 -3.614 2.206  0.18
H 2.098 -5.347 1.834  0.45
H -0.903 -5.372 0.872  0.31
H 0.420 -6.171 0.006  0.43
H -0.577 -4.969 -0.824  0.32
Br -4.457 2.698 1.824  -0.16
C -3.216 4.182 1.659  -0.11
Br -3.600 5.312 0.161  -0.07
H -2.225 3.760 1.542  -0.03
H -3.296 4.770 2.563  0.36



Copy entry 1 word for word.
Molecular formula: C18H38BaBr2N2O9P2
Method: DFT, ωB97M-V with the def2-TZVPD basis set

The HOMO energy comes out at -0.264 hartree. The value obtained for the orbital gap is 0.270 hartree. Its calculated total energy is -7351.90596 a.u. Its net charge is 0.

Each line ends with the Mulliken charge.
Atoms and positions in Å:
Ba -1.890 1.154 -0.447  1.76
N -4.577 1.127 -1.556  -0.37
C -4.859 2.356 -2.341  -0.40
C -3.641 2.973 -3.055  0.07
O -3.857 3.577 -4.114  -0.76
N -2.502 2.841 -2.394  0.10
C -1.305 3.394 -3.046  -0.66
C -0.239 2.679 -2.219  -0.15
O -0.090 3.092 -1.031  -0.53
O 0.158 1.529 -2.581  -0.57
H -4.581 0.326 -2.180  0.18
H -5.337 0.966 -0.904  0.20
H -5.237 3.111 -1.647  0.17
H -5.624 2.188 -3.102  0.30
H -1.242 4.478 -2.921  0.32
H -1.262 3.133 -4.104  0.35
C 1.328 -1.654 -3.682  -1.59
C 0.022 -1.720 -2.928  1.63
C -1.076 -2.460 -3.657  -1.52
O 0.289 -2.427 -1.663  -0.30
P -0.309 -1.862 -0.319  0.76
O -1.765 -1.579 -0.373  -1.11
C 0.723 -0.405 -0.007  -0.93
P 0.725 0.506 1.563  0.11
O -0.600 1.003 2.010  -0.85
O 1.697 1.709 1.358  -0.19
C 3.056 1.690 0.853  0.90
C 3.073 2.318 -0.524  -1.15
C 3.908 2.430 1.860  -1.52
O 1.431 -0.521 2.531  0.05
C 1.395 -0.305 3.975  0.63
C 0.208 -1.050 4.544  -1.31
C 2.723 -0.790 4.512  -1.37
O 0.100 -2.909 0.764  0.17
C 0.838 -4.148 0.579  0.84
C 1.498 -4.440 1.908  -1.31
C -0.118 -5.231 0.128  -1.39
H 1.175 -1.119 -4.618  0.41
H 1.701 -2.655 -3.901  0.37
H 2.076 -1.107 -3.108  0.30
H -0.291 -0.697 -2.700  -0.28
H -0.758 -3.476 -3.897  0.33
H -1.313 -1.942 -4.586  0.43
H -1.976 -2.507 -3.044  0.35
H 0.694 0.280 -0.872  0.55
H 1.743 -0.805 -0.088  0.43
H 3.384 0.645 0.797  0.20
H 2.717 3.346 -0.470  0.31
H 2.416 1.790 -1.215  0.00
H 4.091 2.306 -0.916  0.45
H 3.562 3.460 1.952  0.34
H 4.948 2.441 1.534  0.40
H 3.856 1.955 2.841  0.29
H 1.287 0.768 4.153  0.42
H 0.298 -2.116 4.330  0.19
H -0.720 -0.678 4.112  0.28
H 0.168 -0.914 5.626  0.47
H 2.840 -1.856 4.312  0.26
H 2.769 -0.634 5.590  0.43
H 3.552 -0.256 4.048  0.28
H 1.593 -3.968 -0.189  0.26
H 0.741 -4.586 2.679  0.31
H 2.144 -3.614 2.206  0.18
H 2.098 -5.347 1.834  0.45
H -0.903 -5.372 0.872  0.31
H 0.420 -6.171 0.006  0.43
H -0.577 -4.969 -0.824  0.32
Br -4.457 2.698 1.824  -0.16
C -3.216 4.182 1.659  -0.11
Br -3.600 5.312 0.161  -0.07
H -2.225 3.760 1.542  -0.03
H -3.296 4.770 2.563  0.36



Repeat the second record exactly.
Molecular formula: C18H38BeOP2
Method: DFT, ωB97M-V with the def2-TZVPD basis set

The HOMO energy (alpha / beta) comes out at -0.262 / -0.207 hartree. The value obtained for the orbital gap (alpha / beta) is 0.268 / 0.194 hartree. Its calculated total energy is -1481.08847 a.u. Its net charge is 0.

Each line ends with the Mulliken charge.
Atoms and positions in Å:
P 0.350 -1.720 -3.690  0.49
P 0.463 1.913 -3.809  1.40
C 0.110 -0.533 -5.069  -0.59
C 1.057 0.629 -5.009  -1.51
H -1.270 -0.024 -5.146  -0.73
H 0.219 -1.062 -6.022  0.93
H 2.069 0.363 -4.668  0.50
H 1.089 1.122 -5.990  0.51
C 0.424 3.353 -5.016  -1.91
H 0.086 4.246 -4.469  0.41
H -0.221 3.224 -5.896  0.37
H 1.449 3.558 -5.364  0.54
C 1.968 2.609 -3.008  -1.00
H 2.214 3.586 -3.448  0.54
H 2.820 1.934 -3.172  0.36
H 1.776 2.731 -1.934  -0.07
C -0.162 -3.197 -4.781  -1.49
H -0.028 -4.144 -4.238  0.42
H 0.489 -3.229 -5.668  0.46
H -1.206 -3.143 -5.123  0.28
C 2.089 -2.194 -3.528  -1.05
H 2.710 -1.287 -3.321  0.15
H 2.443 -2.675 -4.447  0.39
H 2.135 -2.914 -2.695  0.43
Be 2.267 -0.249 -1.841  -0.15
C -1.764 1.763 -4.012  -0.56
C -1.973 0.979 -5.223  0.21
C -3.473 0.713 -5.425  -1.22
C -4.131 -0.417 -4.628  -0.85
C -3.193 -1.480 -4.199  -0.18
C -2.411 -1.443 -3.143  -0.95
C -1.980 -0.236 -2.299  0.50
C -2.315 1.209 -2.697  -1.42
C 3.589 -1.208 -1.101  -1.36
H -1.979 2.836 -4.080  0.59
H -1.616 1.506 -6.123  0.65
H -3.656 0.540 -6.492  0.45
H -4.028 1.630 -5.177  0.28
H -4.635 -0.006 -3.739  0.34
H -4.901 -0.886 -5.259  0.38
H -3.260 -2.416 -4.753  0.42
H -2.055 -2.401 -2.700  0.56
H -0.885 -0.310 -2.160  -0.37
H -2.399 -0.401 -1.284  0.60
H -3.405 1.311 -2.729  0.50
H -1.941 1.858 -1.880  0.39
H 4.249 -0.623 -0.433  0.33
H 4.252 -1.728 -1.816  0.41
H 3.124 -1.999 -0.482  0.27
C 0.068 1.109 0.837  -1.21
C 1.455 1.438 0.308  1.05
C 2.579 1.292 1.329  -1.51
O 1.672 0.704 -0.916  0.04
H -0.190 0.067 0.620  0.21
H -0.670 1.767 0.360  0.16
H -0.007 1.270 1.919  0.45
H 1.436 2.516 0.067  0.11
H 2.934 0.259 1.402  0.27
H 3.427 1.938 1.059  0.32
H 2.237 1.626 2.319  0.43